A 5-piece molecular cluster, CH12NO4 overall at a distorted geometry. Source: OMol25; level of theory: ωB97M-V/def2-TZVPD.

Summary:
Expectation value of S²   0.756
Net charge   +2
LUMO (alpha / beta)   -7.962 / -15.322 eV
2S+1   2
Energy   -10889.4544 eV
Frontier orbital gap (alpha / beta)   12.45 / 3.25 eV

Bonds (Å) are listed after each position.
CARTESIAN COORDINATES (ANGSTROEM)
1 C 1.72880 2.04017 -0.94178  N2 1.278, H3 1.069, H4 1.163
2 N 2.13642 1.18161 -0.08700  C1 1.278, H5 1.110, H6 1.034
3 H 2.40296 2.82594 -1.20970  C1 1.069
4 H 0.69756 1.75226 -1.39615  C1 1.163
5 H 1.28728 0.65886 0.40143  N2 1.110
6 H 2.86961 1.45688 0.58841  N2 1.034
7 H -1.45687 -0.62790 4.01424  O9 0.983
8 H -2.68009 -0.16472 3.24512  O9 1.018
9 O -1.66447 -0.15681 3.17729  H7 0.983, H8 1.018
10 H -0.27567 -0.40377 1.55120  O12 0.978
11 H -0.51720 -0.72576 0.09751  O12 0.955
12 O -0.00807 -0.13496 0.64935  H10 0.978, H11 0.955
13 H -1.97232 0.36176 -2.61150  O15 0.975
14 H -0.82336 -0.57718 -2.09460  O15 0.987
15 O -1.11034 0.36557 -2.15556  H13 0.975, H14 0.987
16 H 0.14186 -3.17394 -0.45665  O18 0.940
17 H -0.97963 -2.67989 -1.46009  O18 0.926
18 O -0.21985 -2.47566 -0.97227  H16 0.940, H17 0.926

Want to see where the charge sits? The Mulliken charges in e are:
1. C 0.01
2. N -0.19
3. H 0.34
4. H 0.12
5. H 0.40
6. H 0.36
7. H 0.40
8. H 0.40
9. O -0.48
10. H 0.32
11. H 0.35
12. O -0.47
13. H 0.40
14. H 0.41
15. O -0.41
16. H 0.32
17. H 0.34
18. O -0.61

---

A 5-piece molecular cluster, CH12O4S overall at a distorted geometry. Source: OMol25; level of theory: ωB97M-V/def2-TZVPD.

Summary:
SMILES string   CS.O.O.O.O
Net charge   0
LUMO   0.416 eV
2S+1   1
Energy   -20256.4124 eV
Frontier orbital gap   9.36 eV

Bonds (Å) are listed after each position.
CARTESIAN COORDINATES (ANGSTROEM)
1 C -0.29271 2.86999 0.78315  S2 1.866, H3 1.127, H4 1.118, H5 1.055
2 S -1.82640 2.40392 -0.17290  C1 1.866, H6 1.271
3 H -0.25152 2.13766 1.63917  C1 1.127
4 H -0.32473 3.90982 1.19159  C1 1.118
5 H 0.46847 2.70492 0.07099  C1 1.055
6 H -2.34254 1.47423 0.52387  S2 1.271
7 O -1.39679 -2.18882 -0.18062  H8 0.981, H9 0.985
8 H -0.82333 -2.93351 -0.46043  O7 0.981
9 H -1.94450 -2.58083 0.53746  O7 0.985
10 O 1.89948 -2.48209 -1.79668  H11 0.967, H12 0.978
11 H 1.27069 -1.99437 -1.24741  O10 0.967
12 H 2.68196 -2.73383 -1.26662  O10 0.978
13 O 1.45780 0.55804 -1.51933  H14 0.944, H15 0.960
14 H 1.21264 1.20564 -2.16022  O13 0.944
15 H 1.84276 -0.18102 -1.99523  O13 0.960
16 O -0.25931 -0.92606 2.14775  H17 0.970, H18 0.980
17 H -0.78492 -0.31043 2.68172  O16 0.970
18 H -0.58706 -0.93326 1.22373  O16 0.980

Want to see where the charge sits? The Mulliken charges in e are:
1. C -0.52
2. S -0.16
3. H 0.15
4. H 0.31
5. H 0.16
6. H 0.05
7. O -0.68
8. H 0.33
9. H 0.34
10. O -0.68
11. H 0.31
12. H 0.33
13. O -0.60
14. H 0.30
15. H 0.33
16. O -0.64
17. H 0.30
18. H 0.36

---

A 5-piece molecular cluster, CH12O4S2 overall at a distorted geometry. Source: OMol25; level of theory: ωB97M-V/def2-TZVPD.

Summary:
SMILES string   CSS.O.O.O.O
Net charge   0
LUMO   0.402 eV
2S+1   1
Energy   -31092.3886 eV
Frontier orbital gap   8.87 eV

Bonds (Å) are listed after each position.
CARTESIAN COORDINATES (ANGSTROEM)
1 C 0.94907 -1.17870 -2.54870  S2 1.804, H4 1.086, H5 1.092, H6 1.089
2 S -0.45703 -0.31201 -1.82382  C1 1.804, S3 2.087
3 S 0.55166 1.33589 -1.03442  S2 2.087, H7 1.344
4 H 0.56959 -2.12742 -2.91729  C1 1.086
5 H 1.40713 -0.58932 -3.34547  C1 1.092
6 H 1.74784 -1.29183 -1.81676  C1 1.089
7 H 0.44281 1.13789 0.29050  S3 1.344
8 O -1.98031 1.05865 1.28371  H9 0.959, H10 0.967
9 H -2.90090 1.10158 1.01960  O8 0.959
10 H -1.83699 0.10683 1.37465  O8 0.967
11 O -1.34856 -2.20655 1.34160  H12 0.980, H13 0.949
12 H -0.46576 -1.78546 1.40989  O11 0.980
13 H -1.14857 -3.11012 1.55187  O11 0.949
14 O 1.23433 -1.08161 1.51866  H15 0.961, H16 0.971
15 H 1.51081 -1.42844 2.37145  O14 0.961
16 H 1.18657 -0.13734 1.73986  O14 0.971
17 O 0.96730 1.77616 2.43582  H18 0.944, H19 0.963
18 H 0.15503 2.09298 2.07470  O17 0.944
19 H 1.08806 2.39778 3.16073  O17 0.963

Want to see where the charge sits? The Mulliken charges in e are:
1. C -0.78
2. S -0.03
3. S -0.12
4. H 0.29
5. H 0.31
6. H 0.27
7. H -0.01
8. O -0.54
9. H 0.27
10. H 0.33
11. O -0.64
12. H 0.38
13. H 0.28
14. O -0.60
15. H 0.31
16. H 0.35
17. O -0.65
18. H 0.29
19. H 0.28

---

A 5-piece molecular cluster, CH12O4S2 overall at a distorted geometry. Source: OMol25; level of theory: ωB97M-V/def2-TZVPD.

Summary:
SMILES string   CSS.O.O.O.O
Net charge   0
LUMO   -0.098 eV
2S+1   1
Energy   -31091.8086 eV
Frontier orbital gap   9.46 eV

Bonds (Å) are listed after each position.
CARTESIAN COORDINATES (ANGSTROEM)
1 C -2.13615 3.29629 1.59143  S2 1.742, H4 1.048, H5 1.053, H6 1.127
2 S -2.51603 1.64316 1.98968  C1 1.742, S3 2.167
3 S -2.36017 0.58972 0.10285  S2 2.167, H7 1.368
4 H -1.78614 3.77031 2.45760  C1 1.048
5 H -3.03422 3.78428 1.33960  C1 1.053
6 H -1.31155 3.39611 0.82944  C1 1.127
7 H -3.67792 0.63167 -0.26174  S3 1.368
8 O 2.66757 -1.35143 0.12008  H9 0.931, H10 0.999
9 H 3.36975 -1.08774 -0.43088  O8 0.931
10 H 2.13577 -0.50651 0.14132  O8 0.999
11 O 0.93824 0.55443 -0.34733  H12 0.908, H13 0.897
12 H 0.81426 0.18140 -1.16589  O11 0.908
13 H 0.20892 1.06643 -0.24484  O11 0.897
14 O 1.51995 -1.83460 -2.48228  H15 0.984, H16 1.004
15 H 0.87618 -2.51465 -2.78605  O14 0.984
16 H 1.56361 -1.93612 -1.48400  O14 1.004
17 O 0.72805 -3.54018 0.08257  H18 0.985, H19 0.967
18 H 1.69213 -3.44944 0.26213  O17 0.985
19 H 0.30775 -2.69312 0.28629  O17 0.967

Want to see where the charge sits? The Mulliken charges in e are:
1. C -0.72
2. S -0.05
3. S -0.25
4. H 0.31
5. H 0.30
6. H 0.25
7. H 0.17
8. O -0.67
9. H 0.30
10. H 0.41
11. O -0.57
12. H 0.35
13. H 0.20
14. O -0.67
15. H 0.33
16. H 0.34
17. O -0.67
18. H 0.33
19. H 0.32

---

A 5-piece molecular cluster, CH12O4S2 overall at a distorted geometry. Source: OMol25; level of theory: ωB97M-V/def2-TZVPD.

Summary:
Expectation value of S²   0.754
Net charge   +1
LUMO (alpha / beta)   -5.517 / -9.487 eV
2S+1   2
Energy   -31081.4530 eV
Frontier orbital gap (alpha / beta)   7.87 / 3.90 eV

Bonds (Å) are listed after each position.
CARTESIAN COORDINATES (ANGSTROEM)
1 C 1.42684 -0.77777 -0.40035  S2 1.861, H4 1.186, H5 1.096, H6 1.169
2 S 1.43223 -1.67368 -2.03120  C1 1.861, S3 2.051
3 S 1.16959 -0.26878 -3.50279  S2 2.051, H7 1.355
4 H 1.37631 0.37877 -0.65590  C1 1.186
5 H 0.63843 -1.09000 0.29349  C1 1.096
6 H 2.49460 -0.74478 0.07434  C1 1.169
7 H -0.16221 -0.38244 -3.72761  S3 1.355
8 H 0.05504 2.32355 -3.05788  O10 0.948
9 H -1.42792 2.67526 -2.79457  O10 1.043
10 O -0.47016 2.73968 -2.38766  H8 0.948, H9 1.043
11 H -1.08161 -0.63419 -2.21305  O13 0.953
12 H -2.50266 -0.89673 -2.72135  O13 1.019
13 O -1.97964 -0.60862 -1.89573  H11 0.953, H12 1.019
14 H -0.16850 -2.69723 5.24383  O16 0.950
15 H -1.04747 -1.90861 6.34308  O16 0.980
16 O -0.66129 -1.90985 5.44242  H14 0.950, H15 0.980
17 H 0.64120 2.50975 2.74146  O19 0.981
18 H 0.38822 1.06685 2.59334  O19 0.977
19 O -0.12099 1.89882 2.65612  H17 0.981, H18 0.977

Want to see where the charge sits? The Mulliken charges in e are:
1. C -0.73
2. S 0.35
3. S -0.03
4. H 0.34
5. H 0.37
6. H 0.41
7. H 0.27
8. H 0.28
9. H 0.35
10. O -0.60
11. H 0.15
12. H 0.38
13. O -0.53
14. H 0.32
15. H 0.33
16. O -0.65
17. H 0.33
18. H 0.29
19. O -0.62

---

A 2-piece molecular cluster, CH12O4Si4 overall at a distorted geometry. Source: OMol25; level of theory: ωB97M-V/def2-TZVPD.

Summary:
Net charge   0
LUMO (alpha / beta)   -0.661 / -0.518 eV
2S+1   1
Energy   -40931.7674 eV
Frontier orbital gap (alpha / beta)   6.83 / 6.54 eV

Bonds (Å) are listed after each position.
CARTESIAN COORDINATES (ANGSTROEM)
1 C 3.43898 0.22509 -1.10866  Si7 1.970, H10 1.105, H11 1.132, H12 1.097
2 O -3.70924 -0.31033 3.69145  Si6 1.619, H13 0.949
3 O 1.49775 2.14009 -1.96621  Si7 1.652, H14 0.953
4 O -1.84079 2.07735 0.02648  Si8 1.654, H15 0.960
5 O 0.30398 -1.95008 -0.86948  Si9 1.591, H16 1.013
6 Si -3.19282 -1.58810 2.84267  O2 1.619, H17 1.367, H18 1.599
7 Si 1.83174 0.53975 -2.20294  C1 1.970, O3 1.652, Si9 2.359, H19 1.693
8 Si -1.23018 0.57070 0.33264  O4 1.654, Si9 2.324, H20 1.413
9 Si -0.12136 -0.51164 -1.39965  O5 1.591, Si7 2.359, Si8 2.324, H21 1.462
10 H 3.16638 0.27403 -0.03879  C1 1.105
11 H 4.05314 -0.65834 -1.46075  C1 1.132
12 H 4.08439 1.09366 -1.28955  C1 1.097
13 H -3.45152 -0.17333 4.59476  O2 0.949
14 H 1.89927 2.77483 -2.55285  O3 0.953
15 H -1.57695 2.89083 0.46238  O4 0.960
16 H 0.38227 -2.45182 0.00720  O5 1.013
17 H -2.27468 -2.38210 3.47213  Si6 1.367
18 H -4.27556 -2.68133 2.40620  Si6 1.599
19 H 2.30452 0.17979 -3.78860  Si7 1.693
20 H -0.36582 0.65221 1.44684  Si8 1.413
21 H -0.92351 -0.71125 -2.60529  Si9 1.462

Want to see where the charge sits? The Mulliken charges in e are:
1. C -0.98
2. O -0.39
3. O -0.46
4. O -0.45
5. O -0.48
6. Si 0.32
7. Si 0.31
8. Si 0.16
9. Si 0.43
10. H 0.29
11. H 0.29
12. H 0.28
13. H 0.33
14. H 0.28
15. H 0.32
16. H 0.36
17. H -0.12
18. H -0.08
19. H -0.12
20. H -0.12
21. H -0.16

---

A 5-piece molecular cluster, CH12O5 overall at a distorted geometry. Source: OMol25; level of theory: ωB97M-V/def2-TZVPD.

Summary:
SMILES string   CO.O.O.O.O
Net charge   0
LUMO   0.291 eV
2S+1   1
Energy   -11468.3867 eV
Frontier orbital gap   11.38 eV

Bonds (Å) are listed after each position.
CARTESIAN COORDINATES (ANGSTROEM)
1 C -1.45510 -0.25323 0.46021  O2 1.441, H3 1.085, H4 1.087, H5 1.093
2 O -1.68292 1.16378 0.59081  C1 1.441, H6 0.965
3 H -2.21874 -0.77558 -0.10591  C1 1.085
4 H -0.52859 -0.30253 -0.10540  C1 1.087
5 H -1.10781 -0.72250 1.38382  C1 1.093
6 H -2.62875 1.22275 0.77434  O2 0.965
7 O 0.94559 2.41315 1.60701  H8 0.965, H9 0.962
8 H 0.85883 3.17402 1.01993  O7 0.965
9 H 0.08953 1.97963 1.54205  O7 0.962
10 O -0.82473 -2.00642 -2.13573  H11 0.962, H12 0.962
11 H 0.10706 -2.16832 -2.31123  O10 0.962
12 H -1.12569 -2.68239 -1.52167  O10 0.962
13 O 1.44232 -2.49077 0.98970  H14 0.961, H15 0.961
14 H 2.34265 -2.55406 0.65896  O13 0.961
15 H 0.95852 -1.98116 0.33403  O13 0.961
16 O 1.39624 1.31594 -1.32130  H17 0.969, H18 0.967
17 H 0.69140 0.72723 -1.62947  O16 0.969
18 H 0.87454 1.88985 -0.74461  O16 0.967

Want to see where the charge sits? The Mulliken charges in e are:
1. C -0.14
2. O -0.53
3. H 0.36
4. H -0.28
5. H 0.31
6. H 0.29
7. O -0.65
8. H 0.32
9. H 0.32
10. O -0.63
11. H 0.31
12. H 0.33
13. O -0.62
14. H 0.32
15. H 0.30
16. O -0.62
17. H 0.29
18. H 0.30

---

A 6-piece molecular cluster, CH12O6 overall at a distorted geometry. Source: OMol25; level of theory: ωB97M-V/def2-TZVPD.

Summary:
SMILES string   C=O.O.O.O.O.O
Net charge   0
LUMO   -0.186 eV
2S+1   1
Energy   -13515.1225 eV
Frontier orbital gap   11.02 eV

Bonds (Å) are listed after each position.
CARTESIAN COORDINATES (ANGSTROEM)
1 C -0.63156 -1.28344 2.10001  O2 1.204, H3 1.093, H4 1.117
2 O 0.39309 -0.91684 1.58558  C1 1.204
3 H -1.65016 -0.95693 1.87355  C1 1.093
4 H -0.60383 -2.19762 2.74074  C1 1.117
5 O -0.43697 -0.51065 -1.53780  H6 0.968, H7 0.963
6 H -0.97449 -0.67305 -0.74983  O5 0.968
7 H 0.51858 -0.53233 -1.41901  O5 0.963
8 O 0.17476 3.13786 -1.41192  H9 0.979, H10 0.955
9 H 0.75035 2.36079 -1.26030  O8 0.979
10 H -0.70796 2.84406 -1.19552  O8 0.955
11 O 1.63330 1.27210 -0.16595  H12 0.956, H13 0.965
12 H 1.78932 2.18488 0.07308  O11 0.956
13 H 1.49540 0.75485 0.63661  O11 0.965
14 O -2.23911 1.21264 -0.45776  H15 0.967, H16 0.950
15 H -1.85298 0.58454 -1.08419  O14 0.967
16 H -1.87088 2.08826 -0.48232  O14 0.950
17 O 1.46664 -3.27258 0.58297  H18 0.965, H19 0.959
18 H 1.74953 -3.64691 -0.26044  O17 0.965
19 H 0.99696 -2.44963 0.43252  O17 0.959

Want to see where the charge sits? The Mulliken charges in e are:
1. C -0.14
2. O -0.46
3. H 0.28
4. H 0.27
5. O -0.63
6. H 0.31
7. H 0.28
8. O -0.64
9. H 0.43
10. H 0.19
11. O -0.64
12. H 0.32
13. H 0.31
14. O -0.61
15. H 0.42
16. H 0.30
17. O -0.63
18. H 0.31
19. H 0.32

---

A 6-piece molecular cluster, CH12O6 overall at a distorted geometry. Source: OMol25; level of theory: ωB97M-V/def2-TZVPD.

Summary:
Expectation value of S²   0.758
Net charge   +1
LUMO (alpha / beta)   -7.913 / -11.147 eV
2S+1   2
Energy   -13505.2927 eV
Frontier orbital gap (alpha / beta)   6.35 / 3.09 eV

Bonds (Å) are listed after each position.
CARTESIAN COORDINATES (ANGSTROEM)
1 O 0.06665 -1.12254 -2.16916  C2 1.190
2 C -0.21027 -2.21707 -2.54460  O1 1.190, H3 1.152, H4 1.104
3 H -0.28213 -2.11653 -3.68955  C2 1.152
4 H -0.25289 -3.24662 -2.14964  C2 1.104
5 H 1.67604 -0.06132 1.72174  O7 0.983
6 H 1.92711 0.93718 2.86670  O7 0.965
7 O 2.20302 0.73146 1.96491  H5 0.983, H6 0.965
8 H -1.67767 1.79479 -1.38008  O10 0.965
9 H -0.85136 2.03439 -0.06388  O10 0.990
10 O -1.76414 1.90362 -0.42518  H8 0.965, H9 0.990
11 H -1.87661 0.49791 0.31972  O13 1.006
12 H -2.57963 -0.11981 1.57655  O13 0.963
13 O -1.95998 -0.33833 0.87309  H11 1.006, H12 0.963
14 H 1.27827 1.68955 0.91352  O16 0.996
15 H 1.48633 1.96168 -0.55064  O16 0.964
16 O 0.80226 2.05989 0.12079  H14 0.996, H15 0.964
17 H -0.01259 -1.05798 1.36434  O19 0.981
18 H 0.91873 -1.88295 0.45410  O19 0.963
19 O 0.79612 -1.61313 1.36995  H17 0.981, H18 0.963

Want to see where the charge sits? The Mulliken charges in e are:
1. O 0.07
2. C 0.20
3. H 0.33
4. H 0.37
5. H 0.42
6. H 0.36
7. O -0.75
8. H 0.28
9. H 0.48
10. O -0.71
11. H 0.45
12. H 0.30
13. O -0.74
14. H 0.41
15. H 0.29
16. O -0.71
17. H 0.40
18. H 0.24
19. O -0.67

---

A 6-piece molecular cluster, CH12O7 overall at a distorted geometry. Source: OMol25; level of theory: ωB97M-V/def2-TZVPD.

Summary:
SMILES string   O=CO.O.O.O.O.O
Net charge   0
LUMO   -0.394 eV
2S+1   1
Energy   -15563.1209 eV
Frontier orbital gap   10.72 eV

Bonds (Å) are listed after each position.
CARTESIAN COORDINATES (ANGSTROEM)
1 O 3.34992 0.68179 -1.60861  C2 1.207
2 C 3.42526 -0.51898 -1.51648  O1 1.207, O3 1.304, H4 1.115
3 O 3.61642 -1.09763 -0.36315  C2 1.304, H5 1.017
4 H 2.93108 -1.30051 -2.13889  C2 1.115
5 H 3.54187 -0.48219 0.44299  O3 1.017
6 O -2.02461 -1.09081 -1.59258  H7 0.949, H8 0.966
7 H -2.53112 -0.28840 -1.61412  O6 0.949
8 H -1.84812 -1.26281 -0.65825  O6 0.966
9 O -1.29919 -1.53028 1.02106  H10 0.941, H11 0.998
10 H -1.48814 -0.67670 1.36998  O9 0.941
11 H -0.43845 -1.49955 0.51777  O9 0.998
12 O 0.76616 2.69320 -0.26024  H13 0.993, H14 0.922
13 H 1.07064 2.09893 -0.99465  O12 0.993
14 H 0.48550 2.23849 0.49114  O12 0.922
15 O -4.17343 -0.13709 1.27157  H16 0.983, H17 1.018
16 H -4.40804 -0.96168 0.79098  O15 0.983
17 H -3.15584 -0.16178 1.26325  O15 1.018
18 O -1.68707 0.84709 2.09421  H19 0.968, H20 1.060
19 H -2.20969 0.95068 2.90189  O18 0.968
20 H -0.88695 1.52922 2.22881  O18 1.060

Want to see where the charge sits? The Mulliken charges in e are:
1. O -0.50
2. C 0.29
3. O -0.43
4. H 0.30
5. H 0.34
6. O -0.67
7. H 0.31
8. H 0.40
9. O -0.71
10. H 0.44
11. H 0.34
12. O -0.60
13. H 0.33
14. H 0.26
15. O -0.65
16. H 0.35
17. H 0.31
18. O -0.71
19. H 0.32
20. H 0.28